{
  "formula": "C38H78O25S7",
  "method": "ωB97M-V/def2-TZVPD",
  "species": ["C", "C", "C", "O", "C", "O", "O", "H", "H", "H", "H", "H", "H", "C", "C", "C", "O", "C", "O", "O", "H", "H", "H", "H", "H", "H", "C", "C", "C", "O", "C", "O", "O", "H", "H", "H", "H", "H", "H", "C", "C", "C", "O", "C", "O", "O", "H", "H", "H", "H", "H", "H", "C", "C", "C", "O", "C", "O", "O", "H", "H", "H", "H", "H", "H", "C", "C", "C", "O", "C", "O", "O", "H", "H", "H", "H", "H", "H", "C", "S", "O", "C", "H", "H", "H", "H", "H", "H", "C", "S", "O", "C", "H", "H", "H", "H", "H", "H", "C", "S", "O", "C", "H", "H", "H", "H", "H", "H", "C", "S", "O", "C", "H", "H", "H", "H", "H", "H", "C", "S", "O", "C", "H", "H", "H", "H", "H", "H", "C", "S", "O", "C", "H", "H", "H", "H", "H", "H", "C", "S", "O", "C", "H", "H", "H", "H", "H", "H"],
  "coordinates": [[3.22600, 4.63709, 0.56991], [4.52038, 4.63632, -0.21845], [4.40519, 4.46935, -1.74951], [5.11972, 5.57108, -2.27171], [5.53868, 6.35215, -1.25241], [6.14128, 7.42497, -1.44836], [5.14752, 5.90750, -0.02134], [2.67699, 5.57704, 0.51351], [3.47483, 4.60247, 1.63057], [2.62387, 3.75229, 0.36337], [5.28628, 3.93914, 0.12133], [3.37013, 4.50036, -2.08979], [4.89274, 3.53371, -2.02330], [-1.51102, 4.26081, -2.38565], [0.02561, 4.40044, -2.41302], [0.77883, 3.62054, -3.50991], [1.44514, 4.56240, -4.24479], [1.23086, 5.76644, -3.77234], [1.59903, 6.80036, -4.30293], [0.28184, 5.72504, -2.75790], [-1.92785, 4.91637, -1.62106], [-1.73603, 3.28033, -1.96596], [-1.96360, 4.27076, -3.37721], [0.47448, 4.33702, -1.42175], [0.02767, 3.07952, -4.08537], [1.53517, 2.96981, -3.07107], [5.11158, 1.51871, 1.55838], [3.94598, 1.00114, 2.41157], [3.83633, -0.47694, 2.64514], [3.54510, -0.55721, 4.04419], [3.72273, 0.69000, 4.56646], [3.62080, 0.94421, 5.75361], [4.11078, 1.52245, 3.65508], [6.09772, 1.32329, 1.97962], [5.11104, 2.60716, 1.61646], [5.23454, 1.11984, 0.55146], [3.03275, 1.37759, 1.95069], [4.74793, -1.05237, 2.48394], [3.09467, -0.73883, 1.89052], [-1.59650, -0.49997, 1.62479], [-0.63511, -0.74555, 0.49842], [-1.20764, -0.21884, -0.80946], [-0.12109, 0.56571, -1.33850], [0.75289, 0.83590, -0.34334], [1.71915, 1.60087, -0.44402], [0.42870, 0.12149, 0.76763], [-1.66239, 0.56841, 1.83051], [-1.21851, -0.89991, 2.56567], [-2.61441, -0.85971, 1.47470], [-0.33833, -1.79431, 0.48690], [-2.11861, 0.37970, -0.80718], [-1.20441, -1.07200, -1.48783], [3.51906, 1.23674, -4.07016], [4.24131, 0.50488, -2.95234], [4.34361, -0.99758, -2.99276], [5.75179, -1.26465, -3.17807], [6.44300, -0.12926, -3.23854], [7.63163, 0.06243, -3.27895], [5.62747, 0.90730, -3.12370], [3.54342, 2.32067, -3.95796], [2.46525, 0.96219, -4.11721], [3.86318, 0.96924, -5.06922], [3.96020, 0.91179, -1.98099], [3.70172, -1.46669, -3.73844], [3.99619, -1.42045, -2.05012], [0.37720, -7.26457, 0.76574], [-1.09586, -6.87518, 0.57595], [-1.60179, -6.18793, 1.78906], [-1.64285, -4.81885, 1.33365], [-1.58653, -4.73269, -0.00128], [-1.80587, -3.68020, -0.65216], [-1.11129, -5.86926, -0.43465], [0.79024, -7.80226, -0.08772], [0.44445, -7.95205, 1.60891], [1.12084, -6.48533, 0.93280], [-1.69808, -7.70701, 0.21059], [-1.01270, -6.31495, 2.69733], [-2.59788, -6.57224, 2.00858], [3.13892, -4.58395, -0.94013], [1.98681, -3.27859, -0.49736], [2.81595, -1.98372, -0.16632], [1.21042, -3.14947, -2.18011], [3.74469, -4.40223, -1.82788], [2.55379, -5.45526, -1.23432], [3.83727, -4.81907, -0.13694], [0.78601, -2.16268, -2.36509], [0.44528, -3.90460, -2.36018], [1.95279, -3.22042, -2.97506], [-6.09175, 1.72503, 5.05838], [-4.31069, 1.44069, 4.62485], [-4.31523, 0.34695, 3.56531], [-3.99410, 3.01995, 3.70995], [-6.27328, 2.47230, 5.83087], [-6.67799, 0.85710, 5.36022], [-6.55498, 2.08893, 4.14127], [-3.84189, 3.89109, 4.34716], [-4.82006, 3.17408, 3.01559], [-3.08097, 2.90129, 3.12664], [-1.45052, 0.08202, 7.28316], [-0.59029, 1.35365, 6.22874], [-1.52640, 2.55015, 6.17579], [-0.64151, 0.27561, 4.70682], [-2.36436, -0.17337, 6.74672], [-1.68917, 0.54920, 8.23861], [-0.91547, -0.82893, 7.55146], [-1.56585, -0.28063, 4.55095], [0.15884, -0.46432, 4.70086], [-0.45214, 0.93386, 3.85891], [-1.21729, -1.58951, -7.51997], [-0.26921, -1.93762, -5.95437], [1.17481, -1.39819, -6.17394], [-1.26660, -0.80206, -4.89437], [-1.08170, -0.64308, -8.04342], [-2.28510, -1.60891, -7.30198], [-1.01978, -2.34649, -8.27896], [-2.20288, -1.22745, -4.53307], [-1.45661, 0.19111, -5.30132], [-0.73340, -0.64732, -3.95637], [-4.55296, 2.83042, 0.08344], [-4.58241, 2.91553, -1.78065], [-3.84952, 1.70398, -2.34371], [-6.39947, 2.62413, -1.97304], [-4.87945, 1.84541, 0.41700], [-5.11121, 3.64430, 0.54610], [-3.51632, 2.85613, 0.41931], [-6.63023, 2.28403, -2.98258], [-7.03744, 3.47647, -1.73932], [-6.75232, 1.86796, -1.27175], [0.55883, -5.17580, 4.71290], [-0.01302, -3.42397, 4.40228], [0.05913, -2.65890, 5.68084], [1.42553, -2.88376, 3.39392], [-0.23917, -5.71993, 5.21810], [1.39381, -5.25414, 5.40916], [0.75094, -5.75439, 3.80934], [1.20761, -1.84704, 3.13737], [1.58715, -3.52065, 2.52423], [2.28058, -2.94174, 4.06745], [-6.18105, -0.98607, -2.99033], [-6.53406, -1.12866, -1.15357], [-7.43518, -2.35593, -0.91684], [-4.78291, -1.67544, -0.63953], [-7.10969, -0.76671, -3.51720], [-5.67937, -1.87135, -3.38111], [-5.46714, -0.18069, -3.16288], [-4.05112, -0.89576, -0.85091], [-4.56889, -2.65697, -1.06246], [-4.75423, -1.78384, 0.44469]],
  "forces_ev_per_a": [[0.5, -0.4, 0.8], [-0.1, 0.1, 0.1], [-0.1, -0.3, 0.8], [0.3, 0.1, 0.6], [1.6, 4.4, -0.5], [-1.8, -3.8, 0.9], [0.4, 0.4, -1.9], [-0.1, -0.1, -0.7], [0.1, -0.2, 0.2], [-0.2, 0.1, -0.2], [-0.5, -0.4, 0.3], [0.0, 0.0, -0.1], [-0.1, 0.1, -0.4], [1.1, -1.4, 1.0], [-1.0, 0.2, 0.4], [-1.0, -1.7, 2.0], [1.2, 0.2, -1.2], [-1.6, 4.0, -1.1], [-0.2, -2.2, 1.6], [1.9, 1.7, -1.5], [-0.1, 0.6, -0.6], [0.0, -0.4, -0.2], [0.0, 0.5, 0.1], [-0.2, -0.9, 0.2], [0.4, -0.2, -0.4], [-0.4, -0.4, 0.0], [0.8, 0.0, 0.4], [1.4, 0.3, -3.1], [0.5, -0.1, -0.8], [-0.9, 0.2, -0.4], [-0.2, -1.0, 4.0], [0.0, -0.5, -2.2], [0.3, 2.5, 1.2], [-0.1, -0.6, 0.6], [-0.4, 0.0, -0.5], [-0.8, 0.2, -0.2], [-0.3, 0.1, 0.2], [0.1, 0.1, -0.2], [-0.5, -1.2, 0.8], [-0.5, -0.1, 1.0], [-2.2, 0.5, 1.0], [1.3, -1.3, -1.2], [0.6, 0.9, 0.5], [2.0, 1.0, -0.1], [-2.6, -1.9, 0.3], [2.1, 1.2, -0.8], [-0.1, 0.2, -0.3], [-0.1, -0.4, -0.2], [0.1, -0.2, -0.1], [0.3, 0.1, -0.4], [0.0, -0.2, 0.2], [-1.1, 0.1, -0.2], [-1.1, -0.5, -0.2], [0.9, 1.8, -0.9], [-0.4, -0.5, 0.6], [-0.4, -1.1, -0.3], [1.4, 1.4, 0.8], [-0.8, -1.4, -0.4], [-0.8, 0.8, 0.3], [0.3, -0.1, 0.1], [-0.2, -0.1, 0.3], [0.5, 0.0, 0.1], [-0.3, -0.3, 0.1], [0.5, 0.1, -0.6], [0.4, 0.0, 0.2], [0.2, -1.2, -0.3], [2.8, -0.5, -0.6], [-1.3, 0.4, 0.0], [-1.0, 0.8, 1.4], [0.0, 3.6, -0.6], [0.8, -3.8, 2.0], [-0.4, -0.6, -2.3], [-0.3, -0.1, -0.2], [0.0, -0.1, 0.1], [-0.6, 0.6, 0.2], [0.1, 0.0, 0.2], [0.2, 0.4, -0.3], [-0.3, 0.6, 0.2], [0.4, -0.4, -0.6], [1.1, 2.2, -0.1], [-1.7, -2.5, -1.0], [0.6, 0.4, -0.4], [0.0, 0.7, 0.0], [-0.2, -0.1, 0.4], [-0.4, 0.1, 0.2], [-0.2, 0.1, 0.7], [0.0, -0.1, 0.5], [0.3, -0.3, 0.2], [-0.3, 0.6, -0.7], [-0.3, -0.6, -0.4], [-0.1, 1.1, 0.7], [-0.3, -0.4, 0.0], [0.6, 0.2, 0.0], [0.8, -0.5, -0.1], [-0.1, 0.0, -0.1], [-0.2, -0.3, 0.3], [-0.1, 0.0, 0.1], [0.0, -0.4, 0.2], [-0.2, 0.5, 0.0], [-0.4, -0.7, 0.5], [0.6, -1.5, -0.5], [-0.1, 0.7, -0.1], [-0.1, 0.0, 0.1], [-0.1, 0.4, -0.2], [0.5, 0.1, -0.7], [-0.3, 0.4, 0.3], [0.2, 0.2, 0.7], [-0.1, 0.2, 0.0], [-0.4, -0.2, -0.1], [1.4, 1.6, -1.4], [-2.9, -0.7, 0.8], [0.4, 0.3, 0.6], [0.7, 0.3, 0.7], [0.0, -0.3, 0.3], [0.2, -0.3, 0.4], [-0.1, -0.4, -0.6], [0.1, -0.2, -0.4], [0.5, 0.0, -0.1], [0.4, -0.7, -0.6], [-0.3, -0.5, 0.2], [-0.9, 0.8, 0.9], [-0.1, -0.5, 0.5], [-0.5, 0.0, -0.1], [-0.1, -0.1, -0.3], [0.2, 0.4, -0.3], [0.4, 0.1, 0.0], [0.6, 0.5, -0.2], [0.4, -0.3, 0.0], [-0.4, 0.0, 0.5], [0.4, -0.7, -0.2], [0.2, -0.5, -0.3], [-0.3, -0.4, 0.9], [-0.4, 0.3, 0.0], [0.3, 0.5, -0.2], [0.2, 0.4, -0.2], [0.2, -0.1, -0.2], [-0.3, 0.1, 0.0], [0.1, 0.2, -0.1], [0.4, -0.1, 0.7], [0.3, -2.3, -0.2], [1.5, 2.0, -0.6], [-1.0, 0.4, 0.2], [0.0, -0.2, 0.2], [-0.4, -0.3, 0.2], [-0.1, 0.3, 0.4], [-0.1, -0.1, -0.6], [0.0, 0.2, -0.3], [-0.5, 0.0, 0.1]],
  "e_homo_ev": -8.72,
  "energy_ha": -6162.7843,
  "gap_ev": 8.3340,
  "charge": 0,
  "relative_energy_kcal_mol": 27.64,
  "lumo_ev": -0.39
}